Record 1
15
Properties=species:S:1:pos:R:3:nbo_charge:R:1 method="wB97M-V/def2-TZVPD" de_lowest_kj_mol=449.83 homo_energy_ev=-7.9 orbital_gap_ha=0.2991
C 0.96 -1.69 -0.51 -0.5093
C 0.02 -0.74 -1.17 0.2168
O -1.15 -0.54 -0.73 -0.4974
C -1.45 1.09 0.14 -0.2538
C -0.55 1.27 1.20 -0.2551
O 0.71 -0.11 1.29 -0.4992
C 1.30 -0.44 0.21 0.2165
H 0.49 -2.46 0.09 0.2420
H 1.75 -2.05 -1.17 0.2313
H 0.38 -0.18 -2.05 0.1467
H -2.48 0.81 0.36 0.2139
H -1.33 1.69 -0.76 0.1927
H 0.20 2.05 1.12 0.1967
H -0.90 1.08 2.21 0.2109
H 2.06 0.22 -0.21 0.1472

---

Record 2
43
Properties=species:S:1:pos:R:3:nbo_charge:R:1 method="wB97M-V/def2-TZVPD" de_lowest_kj_mol=90.80 homo_energy_ev=-8.0 orbital_gap_ha=0.3138 smiles="CCCCCOc1ccc(N2C(=O)[C@@H](C)CNC2=S)cc1"
C 2.51 -5.26 -3.70 -0.6076
C 1.47 -4.92 -2.63 -0.3886
C 0.31 -4.09 -3.17 -0.3967
C 0.72 -2.68 -3.60 -0.4329
C -0.50 -1.83 -3.95 -0.0587
O -1.36 -1.64 -2.85 -0.4953
C -1.01 -0.80 -1.84 0.3104
C 0.09 0.06 -1.85 -0.2636
C 0.34 0.88 -0.77 -0.1854
C -0.50 0.85 0.34 0.1173
N -0.22 1.69 1.46 -0.5089
C -1.14 2.68 1.76 0.7070
O -2.09 2.91 1.05 -0.5554
C -0.89 3.40 3.08 -0.3215
C -1.47 2.55 4.21 -0.6036
C 0.60 3.64 3.25 -0.2139
N 1.29 2.38 3.09 -0.5932
C 0.92 1.45 2.20 0.2894
S 1.80 0.07 2.01 -0.1949
C -1.60 0.01 0.35 -0.1626
C -1.85 -0.80 -0.73 -0.2556
H 3.00 -4.36 -4.06 0.1989
H 2.04 -5.76 -4.54 0.1988
H 3.27 -5.92 -3.29 0.2103
H 1.95 -4.38 -1.81 0.1973
H 1.07 -5.85 -2.22 0.2001
H -0.15 -4.61 -4.01 0.1909
H -0.45 -3.99 -2.39 0.2135
H 1.36 -2.73 -4.49 0.2075
H 1.28 -2.21 -2.80 0.2091
H -0.19 -0.86 -4.37 0.1739
H -1.12 -2.35 -4.69 0.1934
H 0.76 0.10 -2.69 0.2128
H 1.20 1.54 -0.78 0.2216
H -1.42 4.35 3.03 0.2413
H -1.37 3.08 5.16 0.2154
H -0.96 1.60 4.29 0.2174
H -2.53 2.37 4.04 0.2273
H 0.96 4.37 2.51 0.1973
H 0.82 4.03 4.25 0.2154
H 2.15 2.20 3.58 0.4270
H -2.25 -0.01 1.21 0.2198
H -2.70 -1.47 -0.74 0.2256

---

Record 3
10
Properties=species:S:1:pos:R:3:nbo_charge:R:1 method="wB97M-V/def2-TZVPD" de_lowest_kj_mol=373.39 homo_energy_ev=-10.5 orbital_gap_ha=0.4200 smiles=FC(F)[C@H]1CO1
F -1.72 -0.70 -0.28 -0.4054
C -0.96 0.42 0.37 0.5332
F -0.98 1.45 -0.45 -0.3010
C 0.37 -0.19 0.72 -0.0517
C 0.98 -0.38 -0.84 -0.1115
O 1.53 0.70 0.15 -0.5108
H -1.73 0.59 1.44 0.1515
H 0.60 -0.92 1.66 0.2631
H 0.23 0.17 -1.49 0.2088
H 1.69 -1.13 -1.28 0.2239

---

Record 4
29
Properties=species:S:1:pos:R:3:nbo_charge:R:1 method="wB97M-V/def2-TZVPD" charge=-1 de_lowest_kj_mol=215.93 homo_energy_ev="1.2 / -5.6" orbital_gap_ha="0.0936 / 0.3332" multiplicity=2
C -1.91 0.59 -0.58 -0.2604
C -2.20 0.86 -2.03 -0.7189
C -0.94 1.57 0.00 -0.6904
C -3.28 0.64 0.13 -0.6246
H -1.40 -0.52 -0.41 0.1888
H -2.60 1.92 -1.97 0.1842
H -1.20 2.65 -0.21 0.1890
H -0.87 1.56 1.05 0.2048
H 0.17 1.59 -0.54 0.1972
H -3.55 1.72 0.25 0.1892
H -4.05 0.16 -0.45 0.1959
H -2.99 0.26 -2.52 0.1976
H -1.24 0.83 -2.61 0.2093
H -3.30 0.24 1.10 0.1990
C 1.84 -0.76 -1.49 -0.9443
C 1.20 -1.88 0.52 -0.2274
C 1.92 -0.91 -0.13 -0.1164
C 1.20 -1.90 1.93 -0.2222
C 2.70 -0.05 0.64 -0.2651
C 2.07 -1.15 2.65 -0.2767
C 2.73 -0.11 2.00 -0.2293
H 0.78 -2.68 -0.10 0.2084
H 0.42 -2.58 2.44 0.1947
H 2.86 -0.75 -1.97 0.2232
H 1.43 0.22 -1.82 0.2008
H 3.40 0.68 0.16 0.1991
H 2.26 -1.42 3.69 0.1983
H 3.57 0.53 2.43 0.1993
H 0.97 -1.33 -2.17 0.1971

---

Record 5
61
Properties=species:S:1:pos:R:3:nbo_charge:R:1 method="wB97M-V/def2-TZVPD" de_lowest_kj_mol=0.00 homo_energy_ev=-6.0 orbital_gap_ha=0.1908
P 0.19 -1.45 -4.13 0.7762
P 0.01 1.74 -4.02 0.7728
C -0.20 -0.53 -5.70 -0.7040
C 0.28 0.92 -5.68 -0.7038
H -1.29 -0.55 -5.83 0.2228
H 0.23 -1.07 -6.56 0.2234
H 1.36 0.96 -5.88 0.2234
H -0.22 1.52 -6.46 0.2236
C -1.59 2.61 -4.37 -0.9333
H -1.81 3.30 -3.55 0.2326
H -2.41 1.88 -4.42 0.2284
H -1.56 3.17 -5.31 0.2168
C 1.16 3.18 -4.22 -0.9323
H 0.99 3.71 -5.17 0.2172
H 2.20 2.82 -4.20 0.2295
H 1.03 3.88 -3.39 0.2326
C -0.97 -2.88 -4.35 -0.9324
H -0.77 -3.63 -3.57 0.2318
H -0.87 -3.35 -5.33 0.2170
H -2.00 -2.53 -4.22 0.2280
C 1.77 -2.28 -4.66 -0.9328
H 2.58 -1.55 -4.72 0.2296
H 1.67 -2.78 -5.63 0.2164
H 2.05 -3.03 -3.90 0.2324
Mg 0.00 -0.06 2.49 1.6013
C 0.66 1.47 1.02 -0.2519
C -0.72 1.41 0.94 -0.3257
C -1.50 0.69 -0.15 -0.4497
C -1.88 -0.76 0.22 -0.4621
C -0.81 -1.50 1.00 -0.2530
C 0.56 -1.42 0.79 -0.2674
C 1.23 -0.64 -0.33 -0.4659
C 1.64 0.79 0.09 -0.4663
C 0.08 -1.52 3.96 -1.4073
H 1.09 2.26 1.63 0.2596
H -1.29 2.13 1.52 0.2581
H -0.93 0.71 -1.09 0.2351
H -2.42 1.25 -0.35 0.2345
H -2.78 -0.75 0.84 0.2247
H -2.14 -1.33 -0.69 0.2478
H -1.18 -2.32 1.61 0.2560
H 1.18 -2.18 1.27 0.2509
H 0.57 -0.61 -1.20 0.2407
H 2.12 -1.18 -0.65 0.2351
H 2.60 0.74 0.61 0.2310
H 1.81 1.41 -0.81 0.2522
H 0.80 -1.26 4.75 0.2156
H 0.36 -2.50 3.54 0.1715
H -0.91 -1.61 4.42 0.2046
Te 0.67 1.83 4.51 -0.4776
C 0.25 0.83 6.34 -0.1924
C -1.04 0.86 6.88 -0.2548
C -1.30 0.22 8.09 -0.2105
C -0.28 -0.46 8.77 -0.2325
C 1.01 -0.49 8.23 -0.2083
C 1.27 0.16 7.02 -0.2541
H -1.83 1.39 6.36 0.2126
H -2.30 0.25 8.51 0.2051
H -0.49 -0.95 9.71 0.2055
H 1.80 -1.01 8.75 0.2062
H 2.28 0.13 6.61 0.2157

---

Record 6
19
Properties=species:S:1:pos:R:3:nbo_charge:R:1 method="wB97M-V/def2-TZVPD" charge=+1 de_lowest_kj_mol=374.65 homo_energy_ev=-15.0 orbital_gap_ha=0.3899
C -1.63 -0.48 -0.18 -0.4630
C -0.33 1.52 0.04 0.2428
C -2.25 0.90 0.20 -0.1913
C 0.03 -0.66 -0.42 -0.0269
C 0.76 -1.72 0.42 -0.6725
C 2.03 0.94 -0.12 -0.4174
N 0.68 0.70 -0.21 -0.2963
H -1.85 -1.42 0.47 0.2527
H -2.00 -0.69 -1.19 0.2380
H -2.85 1.33 -0.44 0.2089
H -0.15 2.63 0.12 0.2105
H -2.44 1.10 1.22 0.2280
H 0.18 -0.97 -1.47 0.2280
H 0.63 -1.72 1.54 0.2420
H 1.79 -1.76 0.15 0.2314
H 0.29 -2.82 0.24 0.2615
H 2.43 0.34 0.58 0.2371
H 2.52 0.78 -1.12 0.2465
H 2.17 1.98 0.16 0.2400